Density functional theory data (ωB97M-V/def2-TZVPD) for a molecular structure, C16H21Cl2FIrO2.

Its total energy is -51622.8392 eV. As for the spin multiplicity: 6. The total charge is -2. The value obtained for the frontier orbital gap (alpha / beta) is 3.1 / 5.7 eV. For the lowest unoccupied orbital energy (alpha / beta), the calculation gives 5.1 / 5.0 eV. The calculation puts the highest occupied orbital energy (alpha / beta) at 0.0747 / -0.0264 hartree.

Each line ends with the Mulliken spin population.
Cartesian coordinates (Å):
C 0.431 -1.040 -1.685  0.083
C 1.260 0.081 -2.119  0.287
C 0.453 1.237 -2.210  0.203
C 2.697 0.009 -2.362  0.006
C -0.896 0.870 -1.998  0.190
C -0.945 -0.532 -1.663  0.058
C -2.141 -1.401 -1.771  -0.025
C 0.738 -2.480 -1.874  0.038
C 0.941 2.606 -2.522  0.019
C -2.084 1.743 -2.148  -0.036
Ir 0.165 -0.328 0.303  2.635
Cl 3.216 1.133 0.059  0.057
Cl 2.039 -1.459 0.905  0.344
O -1.598 0.485 0.754  0.228
H 3.080 -1.010 -2.314  -0.008
H 3.197 0.584 -1.453  0.039
H 3.005 0.505 -3.286  0.016
H 1.889 2.812 -2.008  -0.004
H 0.204 3.356 -2.210  0.002
H 1.109 2.734 -3.602  0.007
H -1.878 2.770 -1.815  0.003
H -2.920 1.344 -1.561  0.020
H -2.407 1.805 -3.198  0.028
H -3.029 -0.870 -1.414  0.022
H -1.996 -2.302 -1.173  0.013
H -2.318 -1.694 -2.817  -0.010
H 1.784 -2.669 -1.637  0.004
H 0.543 -2.782 -2.910  -0.005
H 0.114 -3.069 -1.201  -0.002
H -1.542 1.449 0.893  -0.003
O -0.743 -1.949 1.059  0.416
H -1.629 -1.613 1.302  -0.005
F 1.509 3.032 5.336  -0.005
C 1.173 2.299 4.221  -0.009
C 1.567 2.753 2.967  0.017
C 1.067 2.088 1.845  -0.137
C 0.486 0.836 1.996  0.502
C 0.122 0.367 3.249  -0.015
C 0.406 1.145 4.388  0.022
H 2.222 3.608 2.865  0.000
H 1.190 2.498 0.857  -0.007
H -0.399 -0.579 3.333  0.005
H 0.064 0.838 5.376  0.004



Density functional theory data (ωB97M-V/def2-TZVPD) for 2 unconnected molecules or ions with the total composition C4H12.

Its total energy is -4342.1361 eV. Its relative energy (zero: lowest compared OMol25 entry of this formula, charge and spin) is 37.8 kJ/mol. The total charge is 0. The value obtained for the frontier orbital gap is 12.8 eV. The SMILES is CC.CC. For the lowest unoccupied orbital energy, the calculation gives 1.1 eV. The calculation puts the highest occupied orbital energy at -0.4308 hartree.

Each line ends with the Mulliken charge.
Cartesian coordinates (Å):
C 1.674 0.889 1.331  -0.618
C 0.808 1.597 2.403  -0.771
H 2.259 0.144 1.864  0.249
H 1.144 0.521 0.458  0.124
H 2.358 1.628 0.911  0.251
H -0.255 1.440 2.217  0.248
H 1.052 1.243 3.399  0.273
H 0.967 2.673 2.354  0.244
C -0.856 -1.837 -2.217  -0.804
C -1.573 -0.644 -1.531  -0.829
H -0.559 -1.722 -3.254  0.310
H -0.080 -2.153 -1.524  0.245
H -1.598 -2.642 -2.260  0.249
H -1.623 -0.883 -0.474  0.234
H -2.591 -0.581 -1.925  0.342
H -1.127 0.325 -1.753  0.252



Density functional theory data (ωB97M-V/def2-TZVPD) for a single C12H16N2O4S molecule.

Its total energy is -34707.3797 eV. Its relative energy (zero: lowest compared OMol25 entry of this formula, charge and spin) is 210.5 kJ/mol. The total charge is 0. The value obtained for the frontier orbital gap is 9.2 eV. The SMILES is N[C@@H](Cc1ccc(O)cc1)C(=O)N[C@@H](CS)C(=O)O. For the lowest unoccupied orbital energy, the calculation gives 0.3 eV. The calculation puts the highest occupied orbital energy at -0.3273 hartree.

Each line ends with the Mulliken charge.
Cartesian coordinates (Å):
N 0.634 3.031 1.015  -0.688
C 0.516 2.816 -0.376  0.307
C 1.859 2.233 -0.896  -1.209
C 2.296 0.812 -0.306  0.076
C 1.786 -0.314 -0.902  -0.998
C 2.205 -1.576 -0.579  -0.613
C 3.235 -1.653 0.387  0.955
O 3.935 -2.873 0.550  -0.563
C 3.627 -0.553 1.135  -0.964
C 2.977 0.663 0.809  -0.108
C -0.632 1.787 -0.846  -0.004
O -0.983 1.683 -2.057  -0.676
N -1.318 1.099 0.151  -0.083
C -2.136 -0.038 -0.150  -0.244
C -1.242 -1.196 -0.171  -0.214
S -2.299 -2.534 -0.945  -0.227
C -3.272 -0.141 0.970  0.250
O -4.438 -0.135 0.641  -0.547
O -2.827 -0.160 2.266  -0.449
H 0.804 2.197 1.608  0.201
H -0.117 3.648 1.524  0.269
H 0.409 3.811 -0.769  0.589
H 2.534 3.035 -0.477  0.370
H 1.956 2.160 -1.973  0.428
H 1.161 -0.088 -1.729  1.084
H 1.976 -2.476 -1.027  0.385
H 3.378 -3.490 -0.032  0.309
H 4.130 -0.711 2.048  0.428
H 3.310 1.503 1.460  0.353
H -0.991 1.189 1.071  0.334
H -2.749 0.156 -1.000  0.550
H -0.190 -1.027 -0.727  -0.400
H -0.873 -1.322 0.810  0.573
H -2.388 -1.901 -2.290  0.172
H -3.600 -0.201 2.821  0.353



Density functional theory data (ωB97M-V/def2-TZVPD) for 2 unconnected molecules or ions with the total composition C6H17N4.

Its total energy is -12446.6002 eV. Its relative energy (zero: lowest compared OMol25 entry of this formula, charge and spin) is 329.4 kJ/mol. The total charge is +1. The value obtained for the frontier orbital gap is 9.3 eV. For the lowest unoccupied orbital energy, the calculation gives -4.0 eV. The calculation puts the highest occupied orbital energy at -0.4876 hartree.

Each line ends with the Mulliken charge.
Cartesian coordinates (Å):
C 2.742 -0.644 0.410  -0.749
C 2.359 0.073 -0.839  -0.911
C 1.679 -1.703 0.767  -0.859
C 0.941 0.809 -0.711  -1.133
C 0.277 -1.058 0.990  -0.528
C 0.057 -0.298 -0.326  0.542
N -2.494 0.243 0.990  -0.657
N -1.729 2.093 -0.122  -0.547
N -2.678 0.241 -1.352  -0.628
N -1.944 0.676 -0.249  0.489
H 3.671 -1.008 0.212  0.409
H 2.809 0.102 1.109  0.433
H 2.955 0.990 -1.119  0.346
H 2.213 -0.603 -1.585  0.527
H 1.490 -2.392 0.025  0.463
H 1.784 -2.314 1.721  0.369
H 1.154 1.447 0.037  0.594
H 0.705 1.104 -1.655  0.470
H -0.529 -1.851 1.170  0.347
H 0.408 -0.637 2.022  0.353
H -0.322 -0.821 -1.267  0.127
H -3.409 0.531 1.237  0.300
H -2.591 -0.739 1.059  0.210
H -2.481 2.646 0.220  0.289
H -0.904 2.112 0.470  0.203
H -2.518 0.923 -2.103  0.277
H -3.643 0.078 -1.113  0.262